C3H7NO4S | ωB97M-V/def2-TZVPD

Atoms and positions in Å:
1 C -0.529 0.329 0.487
2 C 1.004 0.602 0.369
3 C -1.134 -0.204 -0.760
4 H -2.074 1.168 1.168
5 H -1.511 1.784 -0.136
6 H -0.515 -0.427 1.362
7 H 1.126 1.555 1.043
8 H 1.240 0.820 -0.659
9 H 1.455 -1.334 -0.902
10 H -0.722 -1.308 -2.263
11 N -1.195 1.609 0.906
12 O 2.418 -1.173 -0.760
13 O 1.006 -1.494 1.569
14 O -0.635 -1.415 -1.099
15 O -2.072 0.223 -1.270
16 S 2.138 -0.735 0.947

Results
E_HOMO, eV: -10.18
Spin multiplicity: 1
Kohn-Sham gap, eV: 10.2
Energy relative to the best compared isomer or geometry (same formula, charge and spin), eV: 3.107

***

C3H7NO6 | ωB97M-V/def2-TZVPD

Atoms and positions in Å:
1 O 0.051 2.216 -0.198
2 C -0.013 1.200 0.724
3 O 1.127 0.875 1.405
4 C -1.147 0.498 0.868
5 O -2.283 0.825 0.172
6 O -1.216 -0.627 1.647
7 H 0.897 2.081 -0.667
8 H 1.732 1.632 1.343
9 H -2.055 1.651 -0.302
10 H -2.174 -0.802 1.698
11 N 0.093 -1.282 -1.477
12 C 1.365 -1.279 -1.028
13 O 2.304 -0.845 -1.670
14 O 1.462 -1.796 0.201
15 H -0.680 -1.693 -0.978
16 H -0.069 -0.926 -2.408
17 H 0.607 -1.727 0.669

Results
E_HOMO, eV: -7.95
Spin multiplicity: 1
Kohn-Sham gap, eV: 8.2
Energy relative to the best compared isomer or geometry (same formula, charge and spin), eV: 0.425

***

C3H7NOS | ωB97M-V/def2-TZVPD

Atoms and positions in Å:
1 C -0.109 1.700 1.457
2 N 1.177 1.083 1.305
3 C 1.684 0.060 1.004
4 S 2.526 -1.175 0.496
5 H -0.957 1.109 0.999
6 H -0.176 1.753 2.567
7 H 0.017 2.728 0.991
8 C -0.983 -1.265 -1.409
9 O 0.036 -0.649 -2.049
10 H -0.924 -2.271 -1.463
11 H -2.009 -1.022 -1.731
12 H -1.079 -0.808 -0.393
13 H 0.797 -1.243 -1.775

Results
E_HOMO, eV: -9.27
Spin multiplicity: 1
Kohn-Sham gap, eV: 9.8
Energy relative to the best compared isomer or geometry (same formula, charge and spin), eV: 2.276

***

C3H7NOS | ωB97M-V/def2-TZVPD

Atoms and positions in Å:
1 C 1.712 0.711 0.972
2 N 1.284 -0.069 0.051
3 O 1.885 -0.983 -0.415
4 C -0.008 0.161 -0.600
5 C -1.062 -0.776 0.028
6 S -2.653 0.122 0.020
7 H 2.540 0.353 1.552
8 H 1.021 1.505 1.388
9 H 0.006 0.019 -1.723
10 H -0.227 1.214 -0.616
11 H -1.110 -1.748 -0.476
12 H -0.748 -0.873 1.068
13 H -2.641 0.365 -1.250

Results
E_HOMO, eV: -9.00
Spin multiplicity: 1
Kohn-Sham gap, eV: 9.7
Energy relative to the best compared isomer or geometry (same formula, charge and spin), eV: 3.750

***

C3H7NOS | ωB97M-V/def2-TZVPD

Atoms and positions in Å:
1 C 1.860 -0.897 -0.066
2 N 0.473 -0.549 -0.090
3 C 0.113 0.743 0.024
4 O 0.892 1.626 0.027
5 C -1.377 0.971 -0.148
6 S -2.628 -0.339 -0.076
7 H 2.113 -1.583 0.790
8 H 2.384 0.046 0.065
9 H 2.172 -1.476 -0.932
10 H -0.263 -1.225 -0.205
11 H -1.549 1.368 -1.146
12 H -1.674 1.864 0.471
13 H -2.517 -0.548 1.288

Results
E_HOMO, eV: -9.48
Spin multiplicity: 1
Kohn-Sham gap, eV: 10.2
Energy relative to the best compared isomer or geometry (same formula, charge and spin), eV: 0.540

***

C3H7NOS | ωB97M-V/def2-TZVPD

Atoms and positions in Å:
1 O -3.025 0.237 1.379
2 C -2.090 0.593 0.716
3 N -0.859 -0.031 0.700
4 C -0.206 -0.415 -0.535
5 C 1.339 -0.565 -0.426
6 S 2.120 1.097 -0.681
7 H -2.063 1.406 -0.045
8 H -0.470 -0.215 1.605
9 H -0.600 -1.307 -1.043
10 H -0.320 0.474 -1.154
11 H 1.734 -1.218 0.352
12 H 1.562 -1.150 -1.340
13 H 2.878 1.094 0.473

Results
E_HOMO, eV: -9.45
Spin multiplicity: 1
Kohn-Sham gap, eV: 10.2
Energy relative to the best compared isomer or geometry (same formula, charge and spin), eV: 1.495

***

C3H7NOS | ωB97M-V/def2-TZVPD

Atoms and positions in Å:
1 C 1.102 -1.096 0.977
2 C 0.423 -1.019 -0.131
3 C -0.235 0.512 -0.623
4 S 0.469 1.644 0.636
5 O -1.591 0.470 -0.264
6 N -2.376 -0.809 -0.244
7 H 1.472 -2.037 1.292
8 H 1.363 -0.271 1.595
9 H 0.219 -1.907 -0.753
10 H -0.169 0.768 -1.737
11 H -0.622 2.420 0.969
12 H -3.336 -0.475 -0.261
13 H -2.128 -1.214 0.661

Results
E_HOMO, eV: -9.11
Spin multiplicity: 1
Kohn-Sham gap, eV: 10.0
Energy relative to the best compared isomer or geometry (same formula, charge and spin), eV: 4.734

***

C3H7NOS | ωB97M-V/def2-TZVPD

Atoms and positions in Å:
1 C 1.844 -0.131 -0.095
2 C 0.409 -0.287 -0.357
3 C -0.345 0.861 -0.005
4 H 2.764 -0.605 -0.927
5 H 1.924 -0.723 1.118
6 H 2.280 1.036 -0.006
7 H 0.188 -0.194 -1.380
8 H -1.037 -1.221 1.126
9 H -0.034 1.974 0.109
10 H -3.590 0.353 0.355
11 N -1.588 0.861 0.156
12 O -0.179 -1.467 0.138
13 S -2.636 -0.458 -0.232

Results
E_HOMO, eV: -8.95
Spin multiplicity: 1
Kohn-Sham gap, eV: 9.4
Energy relative to the best compared isomer or geometry (same formula, charge and spin), eV: 6.251

***

Number 1: molecular weight 153.2 g/mol, energy -23736.7561 eV. Number 2: molecular weight 153.1 g/mol, energy -16999.0493 eV. Number 3: molecular weight 105.2 g/mol, energy -17595.6528 eV. Number 4: molecular weight 105.2 g/mol, energy -17594.1794 eV. Number 5: molecular weight 105.2 g/mol, energy -17597.3894 eV. Number 6: molecular weight 105.2 g/mol, energy -17596.4340 eV. Number 7: molecular weight 105.2 g/mol, energy -17593.1951 eV. Number 8: molecular weight 105.2 g/mol, energy -17591.6783 eV.